Version P
The following is a quantum chemistry calculation of a cluster of 8 separate species, C19H56N4O10 in total, from the Open Molecules 2025 dataset.

```
! wB97M-V def2-TZVPD RIJCOSX def2/J DEFGRID3
* xyz 0 1
O -2.244 0.377 -1.494
H -2.603 -0.557 -1.154
H -1.427 0.449 -1.054
H -2.643 1.295 -1.209
C -0.322 -0.617 0.745
O -0.026 -0.647 -0.455
O 0.305 -1.423 1.604
O -1.305 0.081 1.222
H 0.794 -1.860 1.127
C 4.740 -2.218 -1.165
C 3.485 -1.350 -1.579
C 2.707 -1.977 -2.780
O 3.530 -2.056 -3.918
C 2.906 -2.523 -5.166
N 2.769 -1.429 -0.356
H 5.360 -1.644 -0.362
H 5.391 -2.173 -1.938
H 4.548 -3.163 -0.952
H 3.677 -0.467 -1.810
H 1.662 -1.211 -2.915
H 2.183 -2.933 -2.538
H 1.962 -2.070 -5.445
H 2.889 -3.683 -4.921
H 3.493 -2.315 -5.977
H 1.858 -0.858 -0.652
H 3.094 -0.687 0.095
C 1.351 -4.724 1.793
C 1.107 -5.216 0.327
C 0.084 -4.439 -0.492
O -0.224 -5.094 -1.755
C -0.644 -4.273 -2.871
N 2.310 -5.113 -0.375
H 0.370 -4.533 2.292
H 1.869 -3.862 1.779
H 1.776 -5.440 2.418
H 0.687 -6.262 0.352
H 0.245 -3.369 -0.589
H -0.969 -4.465 -0.113
H -1.422 -3.662 -2.687
H -0.544 -4.794 -3.970
H -0.023 -3.412 -3.014
H 2.711 -4.190 -0.312
H 2.057 -5.131 -1.348
C -2.205 3.748 -1.203
C -3.356 3.401 -0.336
C -4.657 3.253 -1.261
O -4.343 2.210 -2.223
C -5.521 2.005 -3.061
N -3.304 2.100 0.266
H -2.218 4.599 -1.844
H -1.819 2.954 -1.947
H -1.255 3.793 -0.743
H -3.466 4.149 0.452
H -4.768 4.160 -1.786
H -5.699 3.151 -0.796
H -5.187 1.325 -3.939
H -5.971 3.060 -3.232
H -6.373 1.409 -2.514
H -4.288 1.979 0.939
H -2.552 2.170 1.233
C -0.430 4.046 4.373
C -0.634 3.192 2.953
C 0.389 3.475 1.885
O 0.281 4.932 1.606
C 1.051 5.292 0.451
N -0.345 1.764 3.422
H 0.453 4.040 4.790
H -1.068 3.804 5.139
H -0.658 5.167 3.901
H -1.655 3.209 2.500
H 0.127 2.882 0.961
H 1.366 3.287 2.135
H 0.687 6.410 0.237
H 0.648 4.686 -0.395
H 2.089 5.085 0.749
H 0.584 1.661 3.401
H -0.787 1.129 2.649
C 3.261 1.096 1.756
O 4.342 0.378 1.267
H 2.583 1.596 1.024
H 3.738 1.735 2.479
H 2.578 0.302 2.205
H 4.905 0.915 1.445
C -2.303 -1.139 4.122
O -3.069 -0.545 2.990
H -2.607 -2.050 4.474
H -2.374 -0.521 4.949
H -1.308 -1.246 3.788
H -2.381 -0.410 2.354
*
```

HOMO-LUMO gap = 8.5 eV


Version Q
The following is a quantum chemistry calculation of a cluster of 8 separate species, C19H56N4O10 in total, from the Open Molecules 2025 dataset.

```
! wB97M-V def2-TZVPD RIJCOSX def2/J DEFGRID3
* xyz 0 1
O 31.729 30.118 9.200
H 32.173 30.620 10.026
H 31.064 29.493 9.565
H 31.219 30.914 9.037
C 32.480 31.517 11.832
O 31.279 31.591 11.647
O 32.952 31.995 13.082
O 33.244 31.093 10.940
H 32.308 32.591 13.469
C 31.934 28.257 16.442
C 33.181 27.781 15.610
C 33.354 28.336 14.242
O 34.541 27.766 13.693
C 34.664 28.110 12.337
N 34.338 27.961 16.304
H 31.960 29.167 16.796
H 31.986 27.812 17.345
H 31.027 27.962 15.803
H 33.006 26.740 15.324
H 33.377 29.460 14.111
H 32.449 28.155 13.785
H 34.247 27.326 11.787
H 35.527 27.700 11.977
H 34.424 29.029 12.030
H 34.984 27.903 15.693
H 34.445 27.352 17.099
C 31.082 26.476 8.165
C 31.755 26.081 9.498
C 30.826 26.515 10.619
O 30.892 27.951 10.748
C 29.983 28.454 11.685
N 31.916 24.631 9.660
H 31.761 25.944 7.350
H 31.219 27.408 7.635
H 29.899 26.219 8.156
H 32.722 26.628 9.491
H 31.099 26.299 11.490
H 29.724 26.066 10.323
H 30.702 28.534 12.615
H 29.053 27.916 11.798
H 29.732 29.528 11.645
H 32.452 24.682 10.310
H 32.636 24.184 9.020
C 30.674 36.602 12.978
C 30.338 35.299 13.696
C 31.279 35.023 14.886
O 30.875 33.725 15.353
C 31.597 33.451 16.570
N 29.014 35.142 14.307
H 30.505 37.335 13.727
H 30.114 37.141 12.179
H 31.724 36.642 12.546
H 30.351 34.340 13.142
H 31.232 35.700 15.667
H 32.377 34.746 14.693
H 31.335 34.260 17.333
H 32.799 33.434 16.342
H 31.617 32.320 17.008
H 29.124 34.482 14.977
H 28.632 34.549 13.493
C 32.000 33.221 6.920
C 31.721 33.544 8.391
C 31.293 34.862 8.636
O 29.889 34.908 8.302
C 29.237 36.157 8.602
N 30.725 32.538 8.980
H 32.144 32.243 6.540
H 32.996 33.670 6.434
H 31.114 33.308 6.151
H 32.840 33.351 8.750
H 31.721 35.630 8.005
H 31.485 35.138 9.710
H 28.110 35.990 8.676
H 29.520 37.088 7.797
H 29.486 36.538 9.621
H 29.921 32.984 8.741
H 30.766 32.637 9.896
C 35.943 32.781 9.788
O 35.714 32.566 11.187
H 36.175 31.749 9.310
H 36.400 33.692 9.869
H 34.812 32.990 9.321
H 34.977 31.994 11.280
C 28.341 32.902 11.950
O 29.047 32.282 12.836
H 27.378 33.163 12.504
H 28.190 32.049 11.022
H 28.758 33.838 11.778
H 29.670 32.212 12.255
*
```

HOMO-LUMO gap = 9.1 eV


Energy ordering: version P at the bottom, the next structure 14.3 kcal/mol above.


Version P
The following is a quantum chemistry calculation of a structure of composition C29H21ClF3I2N7O5Ru, from the Open Molecules 2025 dataset.

```
! wB97M-V def2-TZVPD RIJCOSX def2/J DEFGRID3
* xyz -1 2
Ru 0.372 0.697 0.375
Cl -5.780 3.739 0.558
C -4.377 2.877 0.019
C -3.871 3.140 -1.234
C -2.766 2.442 -1.685
I -1.920 2.824 -3.560
C -2.119 1.450 -0.937
O -1.160 0.759 -1.385
C -2.638 1.231 0.396
N -1.961 0.349 1.148
C -2.383 0.079 2.361
C -3.514 0.691 2.913
C -4.201 1.624 2.180
C -3.774 1.933 0.874
H -4.330 3.889 -1.862
H -1.807 -0.646 2.917
H -3.833 0.420 3.907
H -5.071 2.119 2.586
I 5.050 3.196 -7.046
C 3.934 2.544 -5.370
C 4.181 1.290 -4.847
C 3.439 0.862 -3.761
C 2.488 1.697 -3.189
C 2.270 2.964 -3.722
C 2.984 3.387 -4.828
C 1.743 1.274 -1.954
O 1.514 0.057 -1.751
O 1.421 2.180 -1.159
H 4.940 0.647 -5.265
H 3.621 -0.114 -3.342
H 1.540 3.619 -3.272
H 2.797 4.362 -5.251
C -2.388 -3.901 -0.210
C -1.664 -3.000 -1.202
N -0.708 -2.182 -0.502
C -0.259 -2.400 0.751
N 0.458 -1.475 1.310
C 1.043 -1.651 2.620
C 0.400 -2.783 3.421
C 0.217 -3.980 2.497
N -0.609 -3.565 1.382
C -1.332 -4.580 0.655
H -2.995 -4.640 -0.734
H -3.039 -3.297 0.424
H -2.368 -2.349 -1.727
H -1.150 -3.613 -1.956
H -0.418 -1.303 -0.931
H 0.955 -0.699 3.152
H 2.111 -1.863 2.497
H -0.574 -2.474 3.803
H 1.039 -3.046 4.263
H -0.291 -4.802 3.010
H 1.193 -4.332 2.138
H -1.806 -5.243 1.389
H -0.657 -5.178 0.024
N 2.559 0.597 0.948
C 3.147 -0.291 0.474
C 3.825 -1.369 -0.045
C 3.506 -2.643 0.416
N 3.247 -3.697 0.809
C 4.703 -1.226 -1.115
N 5.432 -1.141 -2.004
F -1.222 4.630 3.196
C -0.034 3.994 3.169
F 0.249 3.669 4.442
F 0.877 4.904 2.794
C -0.061 2.739 2.225
O -0.402 2.949 1.056
O 0.229 1.656 2.743
*
```

HOMO-LUMO gap (spin up / spin down) = 5.7 / 6.3 eV


Version Q
The following is a quantum chemistry calculation of a structure of composition C29H21ClF3I2N7O5Ru, from the Open Molecules 2025 dataset.

```
! wB97M-V def2-TZVPD RIJCOSX def2/J DEFGRID3
* xyz -1 2
Ru 0.131 0.000 0.085
Cl -3.063 5.165 -3.145
C -2.354 4.108 -1.947
C -2.317 4.496 -0.641
C -1.753 3.670 0.348
I -1.747 4.282 2.329
C -1.199 2.441 0.033
O -0.659 1.642 0.907
C -1.258 2.050 -1.347
N -0.716 0.832 -1.634
C -0.767 0.364 -2.852
C -1.322 1.109 -3.912
C -1.833 2.348 -3.663
C -1.828 2.857 -2.344
H -2.731 5.455 -0.358
H -0.361 -0.627 -3.009
H -1.327 0.689 -4.908
H -2.251 2.947 -4.461
I -8.401 -2.805 -0.152
C -6.395 -2.354 0.222
C -5.860 -2.615 1.475
C -4.522 -2.334 1.708
C -3.731 -1.785 0.708
C -4.289 -1.514 -0.535
C -5.622 -1.804 -0.788
C -2.269 -1.523 0.996
O -1.746 -2.004 1.979
O -1.715 -0.770 0.085
H -6.476 -3.037 2.257
H -4.071 -2.539 2.670
H -3.669 -1.069 -1.302
H -6.053 -1.599 -1.759
C 3.153 -1.819 -4.243
C 3.120 -0.525 -3.456
N 2.098 -0.634 -2.437
C 1.788 -1.765 -1.771
N 0.915 -1.712 -0.788
C 0.526 -2.970 -0.143
C 1.696 -3.930 -0.077
C 2.179 -4.184 -1.484
N 2.384 -2.920 -2.183
C 3.365 -2.952 -3.260
H 3.949 -1.812 -4.986
H 2.198 -1.953 -4.757
H 2.868 0.330 -4.083
H 4.100 -0.329 -3.007
H 1.606 0.215 -2.187
H -0.316 -3.415 -0.687
H 0.176 -2.734 0.858
H 1.404 -4.866 0.401
H 2.491 -3.481 0.522
H 1.449 -4.788 -2.036
H 3.128 -4.726 -1.488
H 3.271 -3.919 -3.758
H 4.376 -2.897 -2.840
N 0.901 -0.684 1.848
C 1.384 -1.068 2.820
C 2.022 -1.656 3.912
C 2.107 -1.010 5.164
N 2.185 -0.495 6.195
C 2.597 -2.931 3.709
N 3.064 -3.976 3.542
F 4.028 3.530 -1.152
C 3.649 2.596 -0.273
F 3.541 3.182 0.923
F 4.651 1.693 -0.200
C 2.340 1.882 -0.703
O 1.893 2.123 -1.818
O 1.936 1.070 0.181
*
```

HOMO-LUMO gap (spin up / spin down) = 6.8 / 6.3 eV


Energy ordering: version Q at the bottom, the next structure 94.1 kcal/mol above.


Version P
The following is a quantum chemistry calculation of an isolated molecule of CHCl4PS, from the Open Molecules 2025 dataset.

```
! wB97M-V def2-TZVPD RIJCOSX def2/J DEFGRID3
* xyz 0 1
Cl 2.307 1.480 -0.250
C 1.303 0.161 0.269
P -0.364 0.137 0.491
Cl -0.515 -1.597 1.380
Cl -1.077 1.737 1.472
S -2.158 -0.093 -0.868
Cl -1.200 -1.047 -2.483
H 1.705 -0.777 -0.010
*
```

structure (SMILES) = ClC=P(Cl)(Cl)SCl
HOMO-LUMO gap = 7.7 eV


Version Q
The following is a quantum chemistry calculation of a cluster of 2 separate species, CHCl4PS in total, from the Open Molecules 2025 dataset.

```
! wB97M-V def2-TZVPD RIJCOSX def2/J DEFGRID3
* xyz 0 1
Cl -1.846 2.319 -3.915
P -1.507 0.415 -3.395
S -2.216 -0.938 -4.862
C -3.225 -0.309 -3.435
Cl -4.628 0.594 -3.853
Cl -3.519 -1.389 -2.081
Cl 0.201 1.036 0.130
H -0.066 0.415 -0.830
*
```

structure (SMILES) = ClP1SC1(Cl)Cl.Cl
HOMO-LUMO gap = 9.6 eV


Energy ordering: version Q at the bottom, the next structure 15.8 kcal/mol above.


Version P
The following is a quantum chemistry calculation of a cluster of 2 separate species, BrH2NOS in total, from the Open Molecules 2025 dataset.

```
! wB97M-V def2-TZVPD RIJCOSX def2/J DEFGRID3
* xyz 0 1
N 0.524 0.378 1.332
O -0.492 1.493 -0.572
S -0.018 0.265 -0.048
Br -2.229 -1.213 -0.164
H 1.129 -0.209 1.857
H 1.085 -0.713 -2.406
*
```

HOMO-LUMO gap (spin up / spin down) = 7.0 / 9.6 eV


Version Q
The following is a quantum chemistry calculation of a cluster of 2 separate species, BrH2NOS in total, from the Open Molecules 2025 dataset.

```
! wB97M-V def2-TZVPD RIJCOSX def2/J DEFGRID3
* xyz 0 1
N -0.727 -0.934 -1.894
O -0.011 1.342 0.774
S -0.996 -1.342 -0.581
Br 0.859 -2.023 0.569
H 0.082 2.089 0.269
H 0.792 0.869 0.863
*
```

HOMO-LUMO gap = 8.9 eV


Version R
The following is a quantum chemistry calculation of a cluster of 2 separate species, BrH2NOS in total, from the Open Molecules 2025 dataset.

```
! wB97M-V def2-TZVPD RIJCOSX def2/J DEFGRID3
* xyz 0 1
N -2.402 -0.402 -1.326
O 1.168 1.220 1.447
S -1.161 -1.016 -0.894
Br 0.417 -1.330 -2.529
H 0.752 1.154 2.359
H 1.226 0.374 0.943
*
```

HOMO-LUMO gap = 8.6 eV


Energy ordering: version Q at the bottom, the next structure 3.1 kcal/mol above.